The following is a quantum chemistry calculation of a molecular structure, C8H13CaNO3S, from the Open Molecules 2025 dataset.

Each line ends with the natural charge from an NBO analysis.
Geometry (Å):
C (1.0563, 1.3215, 2.7091)  -0.1316
C (1.3353, 0.9519, 1.5939)  -0.1094
C (1.3521, 0.4941, 0.1102)  -0.5037
C (-0.0787, -0.1121, -0.3091)  -0.2608
C (-1.0945, 1.0808, -0.3052)  -0.1656
N (-2.5038, 0.7095, -0.1592)  -0.5650
C (-2.7641, -0.0808, 1.0950)  -0.4485
C (0.1547, -0.7861, -1.7335)  -0.4460
C (0.9762, -2.1324, -1.4523)  -0.1032
O (2.3836, -1.9074, -1.2060)  -0.6111
S (2.6655, -0.8131, -0.0161)  2.2792
O (2.8108, -1.3820, 1.3159)  -0.8410
O (3.9046, -0.0972, -0.3204)  -0.8744
H (0.7419, 1.4132, 3.7780)  0.2980
H (1.6027, 1.3962, -0.5433)  0.1859
H (-0.3049, -0.9310, 0.4235)  0.2878
H (-0.9886, 1.6099, -1.3495)  0.0577
H (-0.8562, 1.8954, 0.5111)  0.0499
H (-3.0019, 1.6012, 0.0012)  0.3533
H (-1.9015, 0.0457, 1.8237)  0.1921
H (-2.7621, -1.1700, 0.7928)  0.2375
H (-3.7188, 0.1990, 1.6102)  0.2606
H (0.7945, -0.0723, -2.3455)  0.2157
H (-0.8046, -1.0539, -2.2639)  0.2719
H (0.9110, -2.7247, -2.4121)  0.2551
H (0.4502, -2.7380, -0.6650)  0.2160
Ca (-0.3598, 3.2825, -0.6836)  1.8995

Computed properties:
- Total charge: +2
- Frontier orbital gap: 6.2 eV
- Maximum force: 6.5 eV/A
- E_HOMO: -16.421 eV